# C3H6O5S

An isolated molecule of C3H6O5S in a non-equilibrium geometry (ωB97M-V with the def2-TZVPD basis set, OMol25).

```
15
Properties=species:S:1:pos:R:3:forces:R:3:nbo_charge:R:1
C -0.011670 0.569975 -0.725466 1.73 1.78 -1.41 0.266
C 0.670896 -0.491445 0.103528 -0.07 -0.22 0.56 0.585
C 2.230637 -0.437063 0.108301 -3.43 -1.58 -1.84 -0.716
O -2.603533 -1.360881 0.179282 -1.64 1.06 -0.83 -0.859
O -1.321818 0.363790 -1.117129 -1.29 -0.49 0.50 -0.707
O -2.158014 0.787940 1.276715 -0.42 -0.33 -1.50 -0.958
O 0.170600 1.870600 -0.202063 -0.55 -0.14 1.06 -0.715
O -0.036577 -1.284835 0.669786 0.82 -0.72 0.64 -0.570
S -2.623068 0.231227 -0.014419 1.54 -0.07 0.47 1.749
H 0.629997 0.606858 -1.652882 -0.96 -0.10 0.34 0.176
H 2.582186 -1.002394 0.934991 0.77 0.27 0.78 0.251
H 2.370461 0.568289 -0.135714 1.34 1.78 0.72 0.247
H 2.480797 -0.936750 -0.839799 0.16 -0.27 0.28 0.237
H -0.442808 1.975988 0.567479 0.66 -0.22 -0.68 0.497
H -1.938085 -1.461306 0.847392 1.35 -0.76 0.91 0.516
```
Positions in Å, forces in eV/Å.

Calculated values
- max |F| (hartree/bohr) = 0.0817
- energy above the lowest of the compared OMol25 structures with the same formula, charge and spin (eV) = 0.1154
- total charge = 0
- E (eV) = -24279.6028
- orbital gap (Eh) = 0.39005
- HOMO level (Eh) = -0.3682
- spin multiplicity = 1